Record 1
C10H9NO3 | ωB97M-V/def2-TZVPD

Structure (SMILES)   O=C1Nc2ccccc2C12OCCO2
Highest occupied orbital energy   -9.04 eV
Energy above the lowest of the compared OMol25 structures with the same formula, charge and spin   3.4754 eV

```
23
C10H9NO3 | OMol25 | ωB97M-V/def2-TZVPD
C 2.0141 1.7038 1.2926
H 0.5350 -3.0647 -0.1808
H 1.9605 2.7507 0.9687
O 2.3073 -1.8335 1.1460
C 1.0987 -1.4010 0.8133
C -0.8366 -1.3295 -0.7428
H -0.9003 2.0330 -0.8690
O -0.0444 0.7450 1.8569
H -2.9832 -1.1955 -3.2286
O 1.4529 0.8209 0.2347
C 1.0748 1.2852 2.4781
H 3.1459 1.4459 1.3177
C -1.6266 -1.8263 -1.6865
H 0.8574 2.1249 3.2734
N 0.2909 -2.1832 -0.0379
C 0.4230 0.0352 0.6487
C -1.1961 1.0330 -1.1113
H -2.7732 1.5385 -2.4349
C -2.0637 0.5941 -2.1525
C -0.5556 -0.0287 -0.4566
H 1.6925 0.5362 3.1354
H -1.4918 -2.9683 -1.8573
C -2.3814 -0.8157 -2.4075
```

=====

Record 2
C10H9NS3 | ωB97M-V/def2-TZVPD

Structure (SMILES)   S=C[C@@H]1SC[C@H]2Sc3ccccc3N12
Highest occupied orbital energy   -7.65 eV
Energy above the lowest of the compared OMol25 structures with the same formula, charge and spin   1.4333 eV

```
23
C10H9NS3 | OMol25 | ωB97M-V/def2-TZVPD
C -0.0373 -0.7266 -2.9737
S -3.7294 -1.3507 1.3782
C 0.8801 0.2446 -3.3592
C 1.4064 1.0898 -2.4216
C 1.0639 0.3685 2.5474
C -2.5333 -0.4833 2.0041
C -0.4279 -0.8783 -1.6574
H 1.9549 1.9817 -2.6633
H 1.4270 1.0797 3.2945
C 0.3699 1.0471 1.3953
H -1.2154 -1.8106 1.0723
H 1.1595 0.1751 -4.4117
H -0.2728 -1.4642 -3.6625
C -0.8215 -0.9592 1.4334
C 1.1543 0.8513 -1.0870
N -0.2147 0.0220 0.6373
H 1.9817 -0.1239 2.3196
S -0.0263 -0.9379 3.1285
H -2.6439 0.1919 2.8838
S 1.6437 1.8759 0.2287
H -0.3040 1.5911 1.9536
C 0.1767 -0.1105 -0.6758
H -0.9917 -1.6734 -1.3644
```